Entry 1:
The following is a quantum chemistry calculation of a cluster of 15 separate species, H30O15 in total at a distorted geometry, from the OMol25 dataset.

Each line ends with the natural charge from an NBO analysis.
Geometry (Å):
H1 0.55838 -1.18436 -0.98444  0.473
H2 -0.68958 -0.83790 -0.38442  0.473
H3 -0.71094 2.86052 -2.87480  0.482
H4 -1.39656 2.76887 -1.58962  0.479
H5 2.20268 0.34177 -1.75027  0.478
H6 3.41902 1.27016 -1.38388  0.458
H7 -3.78536 -2.02709 -0.27303  0.482
H8 -3.16167 -1.88980 1.23120  0.474
H9 4.36383 -2.73041 1.65549  0.463
H10 3.44353 -1.88306 2.51241  0.471
H11 2.15608 2.72945 -1.79440  0.466
H12 1.16297 3.02200 -0.71726  0.472
H13 0.41061 0.51737 3.01979  0.481
H14 -0.83091 0.95608 3.86229  0.473
H15 2.22968 2.33899 3.47443  0.479
H16 3.28338 1.62752 2.78229  0.465
H17 -0.90159 -2.58126 -0.43742  0.456
H18 -2.37206 -2.79201 -0.49132  0.451
H19 0.63982 4.78924 1.46881  0.480
H20 0.77093 3.32055 1.24407  0.473
H21 -5.01255 1.14671 -1.66598  0.452
H22 -3.54562 1.47291 -1.99022  0.492
H23 -2.38564 0.37441 -3.06327  0.482
H24 -2.21052 -0.74850 -2.22046  0.473
H25 0.98667 -4.44682 -1.92662  0.479
H26 0.77585 -3.30478 -0.83000  0.462
H27 -3.86182 -0.32298 2.73300  0.473
H28 -4.34505 -1.77495 3.18750  0.487
H29 4.50393 -2.44353 -1.58454  0.456
H30 4.49342 -1.13243 -0.91203  0.459
O1 0.20287 -0.84911 -0.13560  -0.935
O2 -1.29225 2.22836 -2.45924  -0.961
O3 2.94278 0.94044 -2.14155  -0.928
O4 -3.92461 -2.03709 0.72015  -0.948
O5 4.38433 -2.11916 2.40430  -0.933
O6 1.32522 3.03213 -1.66665  -0.952
O7 0.15145 0.93900 3.84427  -0.954
O8 2.35580 1.61030 2.84143  -0.942
O9 -1.60457 -2.91512 -1.02267  -0.930
O10 0.45770 4.09661 0.76772  -0.947
O11 -4.25390 1.46989 -1.22833  -0.958
O12 -2.47018 0.16605 -2.09148  -0.943
O13 0.81454 -3.55201 -1.81047  -0.941
O14 -3.99042 -0.87926 3.43583  -0.956
O15 4.71033 -1.56774 -1.75501  -0.915

Output
frontier orbital gap = 9.706 eV
multiplicity = 1
LUMO energy = -0.436 eV
highest occupied orbital energy = -0.3727 Eh
energy above the lowest of the compared OMol25 structures with the same formula, charge and spin = 525.3 kJ/mol

---

Entry 2:
The following is a quantum chemistry calculation of a structure of composition C27H23FeN3O3PSe2 at a distorted geometry, from the OMol25 dataset.

Each line ends with the Löwdin spin population.
Geometry (Å):
Fe1 -0.72658 -0.73599 -0.73631  1.088
Se1 2.06619 -3.45282 -1.20985  -0.007
P1 1.52872 -1.36784 -1.06452  0.005
Se2 -1.57977 -2.32993 -2.31754  -0.039
C1 2.55633 -0.59039 0.24090  0.009
C2 2.01564 0.38752 1.06940  0.008
C3 2.78082 0.99344 2.05657  0.001
C4 4.10590 0.62427 2.22137  0.000
C5 4.65806 -0.34982 1.39834  0.000
C6 3.89077 -0.95449 0.41962  0.001
C7 2.05310 -0.46321 -2.56775  -0.001
C8 2.14797 -1.12358 -3.79249  -0.001
C9 2.41160 -0.41008 -4.95189  0.000
C10 2.58820 0.96141 -4.90352  0.000
C11 2.50065 1.62639 -3.68602  0.000
C12 2.22799 0.91892 -2.52794  0.000
H1 0.98235 0.68922 0.94037  0.005
H2 2.34316 1.75196 2.69480  0.000
H3 4.70773 1.09098 2.99086  0.000
H4 5.69297 -0.64138 1.52684  0.000
H5 4.30693 -1.73533 -0.20534  0.000
H6 2.01537 -2.19691 -3.81822  0.000
H7 2.48398 -0.93290 -5.89767  0.000
H8 2.80138 1.51512 -5.80932  0.000
H9 2.65030 2.69821 -3.64201  0.000
H10 2.16260 1.44440 -1.57661  0.000
O1 -3.70418 2.64213 4.59913  0.000
N1 -3.04134 1.68891 4.95280  0.000
O2 -2.88283 1.33828 6.10379  0.000
C13 -2.42420 0.85419 3.89723  0.001
C14 -2.12170 -0.42545 4.24468  -0.003
C15 -1.57489 -1.32504 3.27751  0.001
C16 -1.20292 -2.65482 3.55361  0.000
C17 -0.67596 -3.41058 2.54047  0.001
C18 -0.52861 -2.86518 1.25932  -0.001
N2 -0.86898 -1.61380 0.98071  -0.011
C19 -1.38655 -0.85359 1.97151  -0.001
C20 -1.68503 0.50537 1.63632  0.007
N3 -1.40029 0.85147 0.35359  0.004
C21 -1.58502 2.11484 -0.01308  0.016
C22 -2.05953 3.07854 0.87961  -0.001
C23 -2.37532 2.72710 2.17062  0.014
C24 -2.19818 1.39768 2.58395  0.000
H11 -2.30399 -0.76119 5.25355  0.000
H12 -1.33074 -3.05600 4.55027  0.000
H13 -0.36523 -4.43181 2.70716  0.000
H14 -0.10499 -3.43101 0.44059  -0.001
H15 -1.35627 2.34625 -1.04154  0.001
H16 -2.17884 4.09902 0.54598  0.000
H17 -2.75663 3.46345 2.86193  0.001
C25 -1.02203 0.37537 -3.81455  -0.004
O3 -1.46030 0.44135 -2.44395  -0.013
C26 -2.23291 -0.63213 -1.95052  -0.069
C27 -3.67476 -0.31076 -1.67394  -0.006
H18 -1.86665 0.11525 -4.45254  0.000
H19 -0.22053 -0.36611 -3.92940  0.000
H20 -0.65267 1.36857 -4.05832  0.000
H21 -4.20504 -0.11631 -2.61091  -0.003
H22 -3.77410 0.58211 -1.04859  -0.001
H23 -4.15112 -1.15324 -1.17906  0.000

Output
frontier orbital gap (spin up / spin down) = 5.070 / 5.048 eV
multiplicity = 2
LUMO energy (spin up / spin down) = -1.646 / -1.656 eV
highest occupied orbital energy (spin up / spin down) = -0.2468 / -0.2464 Eh

---

Entry 3:
The following is a quantum chemistry calculation of a cluster of 7 separate species, C36H96BF4N6O12 in total at a distorted geometry, from the OMol25 dataset.

Each line ends with the Mulliken charge.
Geometry (Å):
C1 2.03143 -1.92883 -4.84043  -0.861
O1 1.01781 -1.18561 -4.18254  -0.065
C2 1.36698 0.17273 -4.16541  -0.608
C3 0.65082 1.01434 -3.12928  -0.799
N1 -0.83346 0.78379 -3.13619  0.708
H1 -0.92953 -0.23607 -3.08459  -0.137
H2 -1.32976 1.16617 -2.32389  0.027
C4 -1.59503 1.36493 -4.33719  -0.810
C5 -2.57527 0.39048 -4.93594  -0.609
O2 -1.83407 -0.79178 -5.16387  -0.059
C6 -2.40983 -1.68534 -6.13212  -1.051
H3 2.04680 -1.66487 -5.90069  0.368
H4 1.76996 -2.98779 -4.78523  0.112
H5 3.00389 -1.83618 -4.35110  0.361
H6 1.29029 0.59858 -5.17726  0.461
H7 2.44355 0.37311 -4.06335  0.548
H8 0.77209 2.06895 -3.38466  0.446
H9 0.96062 0.92495 -2.08963  0.295
H10 -0.89362 1.83436 -5.01723  0.417
H11 -2.25075 2.12537 -3.90153  0.386
H12 -2.83708 0.85176 -5.89674  0.530
H13 -3.48803 0.15190 -4.38463  0.398
H14 -3.33461 -2.07349 -5.70761  0.414
H15 -1.75553 -2.50473 -6.42862  0.219
H16 -2.49902 -1.12586 -7.06571  0.371
C7 7.60060 1.36571 1.70023  -0.804
O3 6.93525 0.17098 2.11429  -0.317
C8 7.61538 -0.38152 3.24742  -0.349
C9 7.14934 -1.78312 3.48566  -0.717
N2 5.60185 -1.78698 3.53134  -0.202
H17 5.27544 -1.26752 2.70908  0.403
H18 5.23349 -2.72557 3.38611  0.385
C10 5.01847 -1.11804 4.75533  -0.592
C11 3.49620 -1.29065 4.71597  -0.886
O4 2.86994 -0.96536 3.47980  0.010
C12 2.79757 0.45530 3.19368  -0.881
H19 6.82239 2.04939 1.32991  0.159
H20 8.30435 1.16402 0.90001  0.335
H21 7.93454 2.06815 2.47111  0.396
H22 7.32253 0.25855 4.08343  0.355
H23 8.70184 -0.35435 3.15772  0.490
H24 7.37011 -2.13514 4.49316  0.360
H25 7.32123 -2.58747 2.77287  0.399
H26 5.28231 -0.07144 4.88132  0.323
H27 5.45308 -1.65550 5.59740  0.497
H28 3.00934 -0.79331 5.56010  0.443
H29 3.20345 -2.34567 4.73223  0.331
H30 2.20615 0.83396 4.04095  0.455
H31 2.20209 0.65097 2.30897  0.161
H32 3.72780 0.99565 3.37861  0.341
C13 2.51138 10.51454 -0.61807  -0.807
O5 3.08342 9.24808 -0.29407  -0.368
C14 3.15075 8.95765 1.07431  -0.589
C15 3.98796 7.72244 1.22709  -0.611
N3 3.54711 6.72079 0.18545  -0.103
H33 3.74124 7.09944 -0.74235  0.437
H34 4.03202 5.83310 0.31099  0.359
C16 2.10489 6.22139 0.29853  -0.915
C17 1.72481 5.57781 1.62484  -0.359
O6 2.86203 5.06701 2.28709  -0.427
C18 3.41853 3.87672 1.76152  -0.517
H35 1.83954 10.85993 0.17440  0.348
H36 1.84526 10.49999 -1.47932  0.294
H37 3.28387 11.26991 -0.74471  0.307
H38 2.17568 8.70806 1.52308  0.345
H39 3.47435 9.77865 1.71685  0.532
H40 3.99556 7.26551 2.21025  0.326
H41 5.01061 7.93614 0.90445  0.430
H42 1.96639 5.53692 -0.54115  0.479
H43 1.52347 7.10516 0.03133  0.439
H44 0.85253 4.93845 1.45125  0.384
H45 1.32376 6.31581 2.32265  0.339
H46 4.28840 3.63949 2.36699  0.247
H47 3.61365 3.78439 0.68154  0.299
H48 2.70580 3.04492 1.85573  0.129
C19 -7.37405 -0.72694 2.81107  -0.637
O7 -6.90819 -1.14200 1.50526  -0.418
C20 -5.99185 -0.22884 0.95174  -0.372
C21 -6.79846 0.69099 0.00540  -0.231
N4 -6.24810 2.11419 0.11807  -0.086
H49 -6.93020 2.87172 0.07659  0.406
H50 -5.77862 2.06540 1.02109  0.363
C22 -5.16036 2.45211 -0.87797  -0.134
C23 -5.65800 2.80312 -2.25832  -0.670
O8 -6.69183 1.97796 -2.69565  -0.283
C24 -7.19631 2.22222 -3.96984  -0.889
H51 -8.05121 -1.49609 3.16407  0.310
H52 -7.83439 0.26225 2.87905  0.310
H53 -6.49598 -0.65894 3.45935  0.152
H54 -5.20428 -0.85590 0.52692  -0.001
H55 -5.45068 0.39774 1.68036  0.394
H56 -7.83526 0.87597 0.28501  0.538
H57 -6.83677 0.25017 -0.98759  0.214
H58 -4.53113 1.56339 -0.95986  -0.161
H59 -4.55164 3.27073 -0.49877  0.489
H60 -4.78385 2.78280 -2.92475  0.283
H61 -6.00107 3.84551 -2.29944  0.468
H62 -7.04343 3.21490 -4.42995  0.365
H63 -8.27728 2.20954 -4.11814  0.324
H64 -6.69392 1.59100 -4.71177  0.286
C25 3.22533 -3.56758 -1.02207  -1.006
O9 1.88974 -3.98657 -1.27709  0.071
C26 1.73972 -5.39995 -1.25019  -0.568
C27 0.32060 -5.73015 -1.64784  -0.511
N5 0.12531 -5.32959 -3.08529  0.091
H65 0.26606 -4.31615 -3.14184  -0.006
H66 0.80141 -5.79977 -3.68635  0.458
C28 -1.24509 -5.65478 -3.66804  -0.743
C29 -2.21188 -4.49897 -3.46336  -0.261
O10 -1.87557 -3.77438 -2.30250  -0.080
C30 -2.82767 -2.72960 -2.08819  0.100
H67 3.96331 -3.70452 -1.80958  0.349
H68 3.61169 -3.93913 -0.06707  0.335
H69 3.10320 -2.50275 -0.80743  0.252
H70 1.95736 -5.84994 -0.28064  0.269
H71 2.38681 -5.80911 -2.03557  0.361
H72 -0.31029 -5.12827 -0.99629  0.178
H73 0.10606 -6.78190 -1.47556  0.495
H74 -1.60437 -6.56320 -3.19173  0.350
H75 -1.06983 -5.79826 -4.73163  0.403
H76 -3.24496 -4.86351 -3.48022  0.539
H77 -2.23201 -3.87273 -4.36421  -0.036
H78 -3.86861 -3.03546 -2.22018  0.520
H79 -2.59496 -1.91837 -2.78015  -0.048
H80 -2.80851 -2.31490 -1.08762  -0.547
C31 1.64605 -5.78158 3.20893  -0.782
O11 0.74911 -4.82966 2.59165  -0.405
C32 1.16543 -3.50435 2.78150  -0.372
C33 0.10468 -2.57455 2.17765  -0.976
N6 -1.22721 -3.06520 2.70264  -0.135
H81 -1.25505 -4.09023 2.72359  0.529
H82 -1.18329 -2.81914 3.69560  0.583
C34 -2.50567 -2.64802 2.02713  -0.266
C35 -3.65819 -3.28906 2.80642  -0.533
O12 -3.37397 -3.32445 4.18499  -0.403
C36 -3.82802 -2.14346 4.84711  -0.640
H83 1.01323 -6.61030 3.51320  0.314
H84 2.25500 -5.36960 4.01111  0.329
H85 2.30120 -6.11604 2.39836  0.237
H86 2.10167 -3.35281 2.23067  0.359
H87 1.33675 -3.18577 3.81474  0.575
H88 0.07719 -2.69171 1.09417  0.182
H89 0.31986 -1.53915 2.41835  0.432
H90 -2.34869 -2.96703 0.99357  -0.088
H91 -2.61983 -1.57563 1.85657  0.195
H92 -3.73057 -4.33003 2.48128  0.381
H93 -4.61639 -2.82428 2.56600  0.396
H94 -3.21156 -1.28584 4.54956  0.261
H95 -3.69996 -2.26805 5.91990  0.286
H96 -4.88014 -1.95186 4.63316  0.277
B1 -1.50935 0.50444 0.02204  0.611
F1 -0.29052 -0.15369 -0.19294  -0.267
F2 -1.37907 1.77940 -0.54030  -0.505
F3 -2.51223 -0.16136 -0.72281  -0.381
F4 -1.82284 0.61137 1.38497  -0.339

Output
frontier orbital gap = 9.322 eV
charge = +5
multiplicity = 1
LUMO energy = -9.331 eV
highest occupied orbital energy = -0.6855 Eh
energy above the lowest of the compared OMol25 structures with the same formula, charge and spin = 71.2 kJ/mol

---

Entry 4:
The following is a quantum chemistry calculation of a structure of composition N2O10SSr5 at a distorted geometry, from the OMol25 dataset.

Each line ends with the natural charge from an NBO analysis.
Geometry (Å):
Sr1 10.13782 -10.07896 -18.54179  1.872
Sr2 12.87670 -2.88065 -11.86648  1.718
Sr3 17.39982 -9.33535 -13.21212  1.958
Sr4 9.93013 -9.50201 -11.35410  1.814
Sr5 12.65538 -4.45108 -18.77063  1.980
N1 15.76214 -0.76742 -15.71126  0.734
O1 15.47652 -0.85707 -14.54368  -0.477
O2 15.02673 -1.35570 -16.43704  -0.505
O3 16.58407 0.01346 -15.88770  -0.264
N2 8.27067 -6.75111 -20.60849  0.717
O4 8.87088 -6.24954 -19.68715  -0.637
O5 7.17816 -6.44000 -20.99601  -0.347
O6 8.69086 -7.82705 -20.97380  -0.600
S1 12.91974 -6.90537 -15.19053  2.650
O7 12.38678 -7.16971 -16.49296  -1.181
O8 14.27726 -7.41921 -15.08690  -1.154
O9 13.23025 -5.55462 -15.14594  -1.136
O10 11.97541 -7.42357 -14.21661  -1.141

Output
frontier orbital gap = 1.480 eV
charge = +6
multiplicity = 1
LUMO energy = -17.254 eV
highest occupied orbital energy = -0.6885 Eh
energy above the lowest of the compared OMol25 structures with the same formula, charge and spin = 1033.8 kJ/mol